62
Properties=species:S:1:pos:R:3:mulliken_spin:R:1 method="wB97M-V/def2-TZVPD" s_squared=2.021 charge=-1 e_lumo_ev="2.8 / 0.9" mol_weight_g_mol=610.27 energy_ev=-68028.799 e_homo_ev="-2.944 / -3.305" spin_multiplicity=3
C -2.2707 -2.0524 -2.3774 0.21
C -1.7715 -2.1910 -3.6773 -0.03
C -1.5491 -0.8982 -4.2454 0.27
H -1.5800 -3.1298 -4.1850 0.01
C -1.8781 0.0804 -3.3022 -0.03
C -2.3177 -0.6076 -2.0584 0.17
H -2.9917 -0.1604 -1.3361 -0.01
H -2.6006 -2.8431 -1.7106 0.01
H -1.1891 -0.7182 -5.2488 0.00
H -1.9119 1.1591 -3.4594 0.00
Au -0.2371 -0.5962 -1.3441 0.21
Cl 0.2782 -2.9430 -0.6523 0.29
C 2.1969 -1.0124 -2.0439 0.05
C 1.8736 0.2783 -2.6867 0.00
C 1.5799 -0.0098 -4.0427 0.02
H 2.0469 1.2613 -2.2314 -0.01
C 1.7177 -1.3943 -4.2595 0.06
C 2.1262 -2.0074 -3.0627 0.04
H 2.3436 -3.0646 -2.9277 0.00
H 2.6382 -1.1227 -1.0492 0.01
H 1.2751 0.7176 -4.7938 0.00
H 1.5253 -1.9061 -5.1970 0.00
C 3.6122 0.9282 0.3608 0.00
Si 1.9453 1.5789 0.9051 -0.01
C 2.0130 1.7522 2.7783 0.05
C 1.4943 3.1792 0.0341 0.01
Si 0.0374 0.2235 0.8035 0.60
Si 0.0479 -1.6679 2.1716 -0.01
C -0.2509 -0.7545 3.8257 0.05
C -1.3879 -2.8833 2.1441 0.00
C 1.7990 -2.3384 2.1808 0.01
Si -1.9478 1.4426 1.0037 -0.01
C -1.4991 2.4723 2.5193 0.05
C -2.2927 2.5770 -0.4480 0.01
C -3.3445 0.2656 1.4171 0.01
H 4.3362 1.6494 0.7807 0.00
H 3.7431 0.8930 -0.7282 0.00
H 3.8353 -0.0668 0.7759 0.00
H 2.8113 2.4959 2.9191 0.00
H 1.0820 2.1249 3.2260 0.00
H 2.3021 0.8141 3.2660 0.00
H 1.4363 3.0621 -1.0585 0.00
H 0.5581 3.6277 0.3866 0.00
H 2.3265 3.8624 0.2712 0.00
H -1.2545 -0.3258 3.9023 0.00
H -0.1477 -1.5507 4.5737 0.00
H 0.4854 0.0333 4.0437 0.00
H -1.3091 -3.5488 1.2606 0.00
H -1.3089 -3.4969 3.0539 0.00
H -2.3700 -2.4014 2.1292 0.00
H 2.0112 -2.8913 1.2575 0.00
H 2.5661 -1.5691 2.3174 0.00
H 1.8527 -3.0425 3.0289 0.00
H -0.6921 3.1913 2.3256 0.00
H -2.4334 3.0195 2.7245 0.00
H -1.2389 1.8616 3.3938 0.00
H -2.6148 2.0413 -1.3556 0.00
H -3.1194 3.2317 -0.1231 0.00
H -1.4306 3.2024 -0.7113 -0.01
H -3.6111 -0.4076 0.5928 0.00
H -3.1396 -0.3454 2.3097 0.00
H -4.2069 0.9210 1.6326 0.00



89
Properties=species:S:1:pos:R:3:mulliken_charge:R:1 method="wB97M-V/def2-TZVPD" charge=0 e_lumo_ev=-4.1 mol_weight_g_mol=1114.27 de_lowest_kcal_mol=0.0 energy_ev=-329469.209 e_homo_ev=-6.072 spin_multiplicity=1
C -0.0528 -3.2914 -2.0988 -0.62
C 0.0303 -4.2179 -3.3481 -0.50
S 0.7497 -3.4450 -4.8480 -0.14
C 1.4487 -1.8228 -4.3872 2.42
C 2.9825 -1.8082 -4.2177 -0.01
C 3.2189 -2.8701 -3.0716 -1.02
O 2.6248 -2.1364 -2.0298 -0.09
B 3.4313 -0.9139 -2.0677 0.19
C 2.6851 0.4933 -1.4930 -0.10
C 1.3904 0.7586 -2.0859 0.31
O 1.1230 1.3872 -3.0460 -0.63
Br -0.1969 -0.1699 -1.1840 -0.46
C 4.8421 -0.9096 -1.2676 -1.03
C 4.9732 -2.0703 -0.2831 1.35
C 4.9309 -1.5924 1.1659 -1.16
F 6.2448 -2.6937 -0.5149 -0.48
O 3.4192 -0.6593 -3.5699 -0.69
H -0.4867 -2.2903 -2.2957 0.26
H 0.8881 -3.1709 -1.5708 -0.22
H -0.7435 -3.7893 -1.3683 0.59
H 0.5977 -5.1017 -3.0676 0.38
H -0.9985 -4.5620 -3.5965 0.47
H 0.9594 -1.3570 -3.5349 -0.38
H 1.2416 -1.1585 -5.2567 -2.10
H 3.5671 -1.9687 -5.1287 0.46
H 4.3159 -2.9158 -3.0514 0.24
H 2.8351 -3.8798 -3.2074 0.45
H 2.5855 0.4204 -0.4078 0.04
H 3.3016 1.3543 -1.7492 0.39
H 5.7087 -0.8682 -1.9336 0.34
H 4.8956 0.0049 -0.6739 0.48
H 4.2456 -2.8728 -0.4098 -0.16
H 4.2048 -0.7951 1.2310 -0.15
H 4.5577 -2.4011 1.7795 0.52
H 5.8966 -1.2465 1.5319 0.26
Ca 0.2421 0.1436 -6.4520 1.25
C -4.5462 0.7946 -6.1482 0.01
Cl -4.2513 2.2164 -7.1214 -0.08
Cl -3.0844 -0.2571 -6.1245 -0.17
Cl -5.0054 1.2159 -4.5123 -0.07
H -5.3447 0.2186 -6.5983 0.34
O 0.7900 4.0709 -6.5448 -0.83
H 1.5113 4.0763 -5.9023 0.21
C 0.1805 6.5474 1.8763 -0.67
O 0.4752 5.9048 3.1042 -0.33
C -0.6456 5.3060 3.7312 -0.78
C -0.5148 3.7962 3.7231 -0.35
N -0.6651 3.2604 2.3607 0.01
C -0.2769 1.8451 2.2546 -0.07
C 1.1719 1.4452 2.5271 -1.34
O 2.0504 1.9498 1.5530 -0.13
C 2.5222 3.2680 1.7711 -0.74
H 1.0731 7.0839 1.5628 0.24
H -0.0794 5.8244 1.0941 0.26
H -0.6350 7.2662 1.9939 0.35
H -1.5873 5.6309 3.2777 0.40
H -0.6496 5.6409 4.7712 0.41
H -1.2854 3.3646 4.3699 0.39
H 0.4624 3.5434 4.1409 0.24
H -0.0760 3.7816 1.7228 -0.06
H -0.5196 1.5422 1.2099 0.35
H -0.9221 1.2621 2.9313 0.25
H 1.2385 0.3538 2.4614 0.26
H 1.4986 1.6946 3.5389 0.45
H 2.6193 3.4977 2.8342 0.32
H 1.8751 4.0071 1.2832 0.23
H 3.5059 3.3455 1.3106 0.34
C -3.5365 -2.7684 1.9923 0.37
F -2.3896 -2.7771 1.2533 -0.21
F -4.5343 -2.9974 1.1653 -0.19
F -3.4647 -3.7408 2.8668 -0.15
S -3.6782 -1.1387 2.8529 1.09
O -3.7324 -0.1796 1.7064 -0.85
O -2.4738 -1.0107 3.6531 -0.63
N -4.9999 -1.3047 3.5830 -0.23
S -5.3944 0.0276 4.3947 1.13
O -5.6826 1.1601 3.5401 -0.68
O -4.5590 0.3143 5.5217 -0.62
C -7.0030 -0.5267 5.0812 0.57
F -6.8338 -1.5912 5.8521 -0.20
F -7.8460 -0.8393 4.1115 -0.19
F -7.5379 0.4523 5.8132 -0.20
Na -2.5093 -3.3908 -2.3513 0.95
Ca -2.5803 1.3336 1.9822 1.66
Br 3.1602 -1.0018 3.4349 -0.75
Cl -6.5245 -3.7195 2.3890 -0.83
O -0.2267 -5.6786 -0.2982 -0.59
H 0.2029 -5.1705 0.4021 0.32
H -0.4021 -6.5334 0.1103 0.28



71
Properties=species:S:1:pos:R:3:mulliken_charge:R:1 method="wB97M-V/def2-TZVPD" smiles=ClC(Cl)Cl.C1CCOC1.C1CCOC1.BrCCBr.BrCCBr.BrCCBr.BrCCBr.BrCCBr charge=0 e_lumo_ev=0.1 mol_weight_g_mol=1202.90 de_lowest_kcal_mol=24.1 energy_ev=-762387.586 e_homo_ev=-9.449 spin_multiplicity=1
Cl 1.2950 -0.2456 0.2124 -0.11
C -0.0479 0.3983 1.1588 0.04
Cl -0.7314 1.9506 0.5686 -0.11
Cl 0.5763 0.7048 2.7941 -0.12
H -0.8067 -0.3784 1.2536 0.30
C -0.7115 -6.9833 3.1732 -0.68
C -2.1021 -6.7101 2.6876 -0.64
C -1.9352 -6.9573 1.1753 -0.34
O -0.5954 -6.4866 0.9774 -0.39
C 0.0956 -6.2054 2.2031 -0.31
H -0.5347 -8.0537 3.2778 0.30
H -0.6833 -6.5777 4.1846 0.32
H -2.3047 -5.6586 2.8907 0.25
H -2.8522 -7.2603 3.2557 0.37
H -2.6224 -6.2454 0.7180 0.25
H -2.0508 -8.0072 0.9061 0.30
H 0.0873 -5.1716 2.5484 0.29
H 1.0507 -6.7306 2.1893 0.27
C 6.9584 3.8406 -3.5624 -0.45
C 6.2589 2.9546 -2.5632 -0.36
C 7.1978 1.8818 -2.0919 -0.47
O 8.4940 2.3707 -2.4559 -0.41
C 8.3030 3.2013 -3.6392 -0.46
H 7.0609 4.8675 -3.2117 0.24
H 6.4247 3.8930 -4.5113 0.26
H 5.3339 2.5246 -2.9475 0.34
H 6.0471 3.5811 -1.6968 0.19
H 7.0718 0.9179 -2.5849 0.24
H 7.2270 1.5395 -1.0575 0.29
H 8.3785 2.5070 -4.4761 0.27
H 9.1130 3.9093 -3.8144 0.33
Br 1.9189 2.5914 10.7483 -0.15
C 1.5616 0.9312 9.7951 -0.62
C 0.1128 0.4635 10.1519 -0.57
Br -0.1759 -1.2745 9.2641 -0.16
H 2.2232 0.0968 10.0278 0.38
H 1.7725 1.0651 8.7341 0.39
H -0.5812 1.1063 9.6104 0.35
H -0.0020 0.3037 11.2240 0.39
Br -5.0724 -2.4684 -3.1939 -0.16
C -5.7737 -2.7328 -5.0533 -0.62
C -5.9035 -4.2303 -5.3701 -0.57
Br -6.8724 -4.5558 -7.1074 -0.17
H -5.1912 -2.2219 -5.8201 0.39
H -6.7537 -2.2645 -5.1458 0.39
H -6.6231 -4.5638 -4.6225 0.35
H -4.9468 -4.7418 -5.2639 0.40
Br -2.5776 9.9316 1.5623 -0.17
C -2.3549 9.3328 3.4604 -0.54
C -2.1639 7.8065 3.3787 -0.64
Br -1.8235 7.0497 5.1970 -0.17
H -3.2834 9.5243 3.9982 0.36
H -1.4981 9.8780 3.8564 0.38
H -1.2565 7.5256 2.8440 0.38
H -3.0808 7.3790 2.9730 0.39
Br -4.4391 5.3466 -4.7532 -0.12
C -5.2511 6.4790 -3.3491 -0.57
C -6.7457 6.4880 -3.6047 -0.66
Br -7.5226 4.6847 -3.3223 -0.14
H -4.9722 7.5019 -3.6021 0.31
H -4.8694 6.2380 -2.3570 0.39
H -6.8766 6.8340 -4.6301 0.39
H -7.2408 7.2131 -2.9587 0.39
Br 5.2132 -5.5016 -2.9884 -0.17
C 3.9961 -6.6829 -4.0280 -0.60
C 2.8480 -5.8461 -4.5405 -0.61
Br 1.5428 -7.0827 -5.3643 -0.16
H 3.7202 -7.5145 -3.3795 0.40
H 4.4603 -7.1090 -4.9174 0.38
H 3.1356 -5.0778 -5.2583 0.38
H 2.3516 -5.2732 -3.7572 0.39